No. 1
Density functional theory data (ωB97M-V/def2-TZVPD) for the molecule C16H17NO4.

Structure (XYZ):
```
38
C16H17NO4 ωB97M-V/def2-TZVPD
C 5.918 -0.034 -0.172
C 4.542 0.194 -0.213
C 3.703 -0.212 -1.214
C 2.235 -0.113 -1.162
C 1.643 0.475 -0.246
C 2.415 1.093 0.928
C 3.740 0.830 0.985
H 4.452 1.388 1.461
H 1.994 1.779 1.592
C 0.224 0.861 -0.005
C -0.510 2.296 0.285
C -1.939 1.942 0.170
C -1.992 0.326 -0.079
N -0.759 0.029 -0.107
C -0.526 -1.476 -0.435
C 0.480 -1.975 0.792
O 0.707 -1.743 1.854
O 1.287 -2.932 0.188
H 2.099 -3.083 0.672
H -1.455 -1.979 0.030
H -0.246 -1.713 -1.416
C -3.386 -0.204 0.105
H -3.312 -0.728 -0.945
H -3.356 -0.995 0.925
C -4.522 0.736 -0.181
C -5.688 -0.238 -0.091
O -5.807 -1.623 -0.313
O -6.837 0.646 0.048
H -7.749 -0.098 0.094
H -4.523 1.038 1.095
H -4.522 1.441 -0.768
H -2.632 2.551 0.310
H 0.057 3.086 0.430
H 1.533 -0.589 -1.953
H 3.924 -0.943 -2.001
H 6.436 1.107 -0.395
H 6.247 -0.432 0.519
H 6.125 -0.708 -0.786
```

Output
Multiplicity   1
Relative energy (zero: lowest compared OMol25 entry of this formula, charge and spin)   15.412 eV
SMILES   Cc1ccc(-c2ccc(CCC(=O)O)n2CC(=O)O)cc1
Total charge   0

natural (NBO) charges in e: number 1, C, carries -0.565; number 2, C, carries 0.013; number 3, C, carries -0.230; number 4, C, carries -0.190; number 5, C, carries -0.090; number 6, C, carries -0.166; number 7, C, carries -0.202; number 8, H, carries 0.193; number 9, H, carries 0.220; number 10, C, carries 0.093; number 11, C, carries -0.228; number 12, C, carries -0.278; number 13, C, carries 0.138; number 14, N, carries -0.316; number 15, C, carries -0.308; number 16, C, carries 0.823; number 17, O, carries -0.521; number 18, O, carries -0.751; number 19, H, carries 0.491; number 20, H, carries 0.241; number 21, H, carries 0.242; number 22, C, carries -0.439; number 23, H, carries 0.220; number 24, H, carries 0.253; number 25, C, carries -0.437; number 26, C, carries 0.784; number 27, O, carries -0.613; number 28, O, carries -0.695; number 29, H, carries 0.506; number 30, H, carries 0.237; number 31, H, carries 0.223; number 32, H, carries 0.163; number 33, H, carries 0.191; number 34, H, carries 0.203; number 35, H, carries 0.205; number 36, H, carries 0.189; number 37, H, carries 0.191; number 38, H, carries 0.213

No. 2
Density functional theory data (ωB97M-V/def2-TZVPD) for a structure of composition C16H18AlBF4N4O10P2S.

Structure (XYZ):
```
57
C16H18AlBF4N4O10P2S ωB97M-V/def2-TZVPD
Al 0.266 0.051 0.759
N 4.608 1.756 0.392
C 3.334 1.905 1.215
C 3.549 3.012 2.241
P 3.073 0.257 2.062
O 3.873 -0.692 1.001
O 3.726 0.310 3.371
O 1.620 -0.192 1.953
P 1.875 2.403 0.071
O 2.928 2.863 -1.160
O -0.001 1.921 2.724
O 1.373 0.990 -0.391
H 4.768 0.762 0.192
H 5.409 2.133 0.894
H 4.471 2.261 -0.499
H 4.308 2.730 2.971
H 2.617 3.182 2.780
H 3.820 3.951 1.747
H 3.317 -1.424 0.697
H 2.459 3.237 -1.915
O -2.754 -1.185 -0.022
C -2.608 -2.303 0.411
C -1.406 -3.146 0.233
C -1.593 -4.510 0.415
C -0.567 -5.393 0.163
C 0.676 -4.946 -0.263
C 0.881 -3.594 -0.412
C -0.136 -2.661 -0.152
O 0.154 -1.380 -0.259
N -0.792 -6.832 0.342
O 0.107 -7.586 0.018
O -1.895 -7.192 0.705
H -3.410 -2.782 1.005
H -2.551 -4.889 0.747
H 1.461 -5.662 -0.458
H 1.842 -3.214 -0.735
F -0.549 -2.351 3.441
B -1.227 -1.169 3.429
F -0.915 -0.532 2.030
F -2.587 -1.280 3.446
F -0.735 -0.215 4.320
N -1.505 0.665 -1.948
C -1.869 1.349 -0.847
N -1.191 1.353 0.274
C -1.760 2.225 1.200
C -1.220 2.489 2.452
C -1.900 3.329 3.308
C -3.098 3.921 2.901
C -3.621 3.707 1.637
C -2.928 2.851 0.791
S -3.283 2.364 -0.848
H -0.838 -0.084 -1.796
H -2.236 0.441 -2.603
H -0.080 1.286 3.464
H -1.492 3.528 4.291
H -3.620 4.575 3.587
H -4.538 4.188 1.325
```

Output
Multiplicity   1
Relative energy (zero: lowest compared OMol25 entry of this formula, charge and spin)   2.626 eV
Total charge   0

natural (NBO) charges in e: number 1, Al, carries 2.068; number 2, N, carries -0.709; number 3, C, carries -0.576; number 4, C, carries -0.653; number 5, P, carries 2.403; number 6, O, carries -1.034; number 7, O, carries -1.079; number 8, O, carries -1.211; number 9, P, carries 1.412; number 10, O, carries -1.049; number 11, O, carries -0.719; number 12, O, carries -1.229; number 13, H, carries 0.464; number 14, H, carries 0.423; number 15, H, carries 0.457; number 16, H, carries 0.244; number 17, H, carries 0.261; number 18, H, carries 0.209; number 19, H, carries 0.526; number 20, H, carries 0.517; number 21, O, carries -0.556; number 22, C, carries 0.450; number 23, C, carries -0.252; number 24, C, carries -0.127; number 25, C, carries 0.027; number 26, C, carries -0.165; number 27, C, carries -0.273; number 28, C, carries 0.428; number 29, O, carries -0.915; number 30, N, carries 0.525; number 31, O, carries -0.387; number 32, O, carries -0.382; number 33, H, carries 0.130; number 34, H, carries 0.248; number 35, H, carries 0.249; number 36, H, carries 0.213; number 37, F, carries -0.530; number 38, B, carries 1.392; number 39, F, carries -0.613; number 40, F, carries -0.534; number 41, F, carries -0.554; number 42, N, carries -0.773; number 43, C, carries 0.356; number 44, N, carries -0.665; number 45, C, carries 0.062; number 46, C, carries 0.294; number 47, C, carries -0.246; number 48, C, carries -0.192; number 49, C, carries -0.253; number 50, C, carries -0.117; number 51, S, carries 0.384; number 52, H, carries 0.433; number 53, H, carries 0.403; number 54, H, carries 0.537; number 55, H, carries 0.231; number 56, H, carries 0.222; number 57, H, carries 0.225

No. 3
Density functional theory data (ωB97M-V/def2-TZVPD) for a cluster of 10 separate species, C16H18BCl36FO7P2 in total.

Structure (XYZ):
```
81
C16H18BCl36FO7P2 ωB97M-V/def2-TZVPD
C 3.807 4.815 -1.420
C 2.635 5.170 -0.452
O 2.087 3.978 0.132
B 1.269 3.258 -0.747
O 0.833 3.802 -1.979
C 0.771 1.730 -0.412
O -0.562 1.655 -0.910
C -1.204 0.425 -0.560
P -2.591 0.131 -1.852
O -2.680 1.599 -2.728
O -1.950 -0.956 -3.020
C 1.753 0.718 -1.138
F 2.520 1.328 -2.155
O 2.653 0.284 -0.151
C 3.188 -1.056 -0.404
P 5.096 -0.948 -0.524
C 5.401 -0.254 -2.249
O 5.648 0.162 0.668
H 4.384 5.723 -1.704
H 4.474 4.124 -0.844
H 3.470 4.277 -2.324
H 3.097 5.759 0.380
H 1.878 5.838 -0.917
H 0.658 3.101 -2.610
H 0.874 1.625 0.692
H -1.708 0.483 0.433
H -0.522 -0.458 -0.522
H -1.876 1.604 -3.271
H -2.344 -0.634 -3.844
H 1.198 -0.114 -1.622
H 2.790 -1.538 -1.334
H 2.978 -1.646 0.523
H 4.603 -0.633 -2.934
H 5.281 0.867 -2.202
H 6.416 -0.501 -2.626
H 5.692 1.009 0.197
C -3.683 2.786 1.843
Cl -2.128 3.635 1.919
Cl -5.003 3.953 2.045
Cl -3.843 1.983 0.271
Cl -3.758 1.571 3.133
C -7.481 0.749 4.678
Cl -7.076 1.310 3.047
Cl -6.261 -0.422 5.217
Cl -7.507 2.132 5.787
Cl -9.075 -0.026 4.661
C 2.479 -4.785 -2.896
Cl 1.112 -5.141 -1.826
Cl 3.261 -3.280 -2.370
Cl 3.653 -6.114 -2.818
Cl 1.895 -4.591 -4.558
C 6.774 2.313 -5.030
Cl 5.392 2.034 -3.953
Cl 7.590 3.817 -4.565
Cl 7.911 0.959 -4.897
Cl 6.204 2.443 -6.704
C 8.528 -3.213 1.346
Cl 7.670 -4.766 1.380
Cl 9.518 -3.056 2.812
Cl 9.579 -3.152 -0.082
Cl 7.355 -1.890 1.272
C -6.598 2.443 -3.138
Cl -6.008 0.778 -3.005
Cl -6.043 3.381 -1.740
Cl -5.976 3.176 -4.627
Cl -8.371 2.437 -3.177
C -5.155 -3.589 8.104
Cl -4.515 -5.237 8.222
Cl -4.624 -2.645 9.507
Cl -4.555 -2.827 6.620
Cl -6.926 -3.643 8.063
C 0.230 -8.512 -5.437
Cl -1.111 -7.468 -4.931
Cl -0.160 -10.200 -5.061
Cl 0.487 -8.338 -7.182
Cl 1.702 -8.036 -4.573
C -9.100 0.861 9.416
Cl -9.302 0.812 11.177
Cl -7.925 -0.369 8.920
Cl -10.657 0.539 8.632
Cl -8.517 2.463 8.932
```

Output
Multiplicity   1
SMILES   CCOB(O)[C@@H](OCP(O)O)[C@@H](F)OCP(C)O.ClC(Cl)(Cl)Cl.ClC(Cl)(Cl)Cl.ClC(Cl)(Cl)Cl.ClC(Cl)(Cl)Cl.ClC(Cl)(Cl)Cl.ClC(Cl)(Cl)Cl.ClC(Cl)(Cl)Cl.ClC(Cl)(Cl)Cl.ClC(Cl)(Cl)Cl
Total charge   0

Mulliken charges in e: number 1, C, carries -0.817; number 2, C, carries -0.298; number 3, O, carries -0.603; number 4, B, carries 0.719; number 5, O, carries -0.592; number 6, C, carries -0.530; number 7, O, carries 0.021; number 8, C, carries -0.482; number 9, P, carries 0.291; number 10, O, carries -0.361; number 11, O, carries -0.506; number 12, C, carries 0.400; number 13, F, carries -0.401; number 14, O, carries -0.378; number 15, C, carries -0.126; number 16, P, carries 0.556; number 17, C, carries -0.672; number 18, O, carries -0.538; number 19, H, carries 0.399; number 20, H, carries 0.148; number 21, H, carries 0.175; number 22, H, carries 0.305; number 23, H, carries 0.271; number 24, H, carries 0.308; number 25, H, carries 0.104; number 26, H, carries 0.279; number 27, H, carries 0.413; number 28, H, carries 0.260; number 29, H, carries 0.276; number 30, H, carries 0.420; number 31, H, carries -0.112; number 32, H, carries 0.333; number 33, H, carries 0.459; number 34, H, carries -0.068; number 35, H, carries 0.337; number 36, H, carries 0.302; number 37, C, carries 0.174; number 38, Cl, carries -0.091; number 39, Cl, carries -0.101; number 40, Cl, carries 0.023; number 41, Cl, carries -0.054; number 42, C, carries 0.198; number 43, Cl, carries -0.011; number 44, Cl, carries -0.007; number 45, Cl, carries -0.047; number 46, Cl, carries -0.107; number 47, C, carries 0.225; number 48, Cl, carries -0.093; number 49, Cl, carries -0.041; number 50, Cl, carries -0.108; number 51, Cl, carries -0.077; number 52, C, carries 0.264; number 53, Cl, carries 0.039; number 54, Cl, carries -0.107; number 55, Cl, carries -0.110; number 56, Cl, carries -0.104; number 57, C, carries 0.307; number 58, Cl, carries -0.110; number 59, Cl, carries -0.108; number 60, Cl, carries -0.111; number 61, Cl, carries -0.076; number 62, C, carries 0.320; number 63, Cl, carries -0.084; number 64, Cl, carries -0.067; number 65, Cl, carries -0.107; number 66, Cl, carries -0.100; number 67, C, carries 0.344; number 68, Cl, carries -0.098; number 69, Cl, carries -0.089; number 70, Cl, carries -0.083; number 71, Cl, carries -0.090; number 72, C, carries 0.316; number 73, Cl, carries -0.090; number 74, Cl, carries -0.101; number 75, Cl, carries -0.100; number 76, Cl, carries -0.024; number 77, C, carries 0.274; number 78, Cl, carries -0.105; number 79, Cl, carries 0.010; number 80, Cl, carries -0.092; number 81, Cl, carries -0.092

No. 4
Density functional theory data (ωB97M-V/def2-TZVPD) for a structure of composition C16H18Cl2N4PPbS3.

Structure (XYZ):
```
45
C16H18Cl2N4PPbS3 ωB97M-V/def2-TZVPD
Pb -2.712 1.911 -0.519
C -2.380 0.860 4.922
C -3.110 0.145 3.852
N -4.007 -0.767 3.999
N -4.423 -1.072 2.740
C -3.816 -0.351 1.798
S -4.111 -0.338 0.140
N -2.968 0.440 2.502
N -2.022 1.239 1.876
H -2.710 0.487 5.887
H -2.591 1.930 4.875
H -1.302 0.713 4.838
H -5.100 -1.803 2.592
H -1.213 0.626 1.642
H -1.728 1.995 2.484
Cl -1.007 4.131 1.029
C 0.195 4.844 -0.076
Cl -0.322 6.440 -0.617
H 0.299 4.177 -0.924
H 1.123 4.938 0.474
S -0.355 -1.344 0.930
P 0.390 -0.579 -0.721
S -0.327 1.322 -1.276
C 2.180 -0.336 -0.540
C 2.983 -1.460 -0.719
C 4.352 -1.358 -0.536
C 4.915 -0.141 -0.174
C 4.110 0.970 0.026
C 2.738 0.876 -0.153
C 0.241 -1.594 -2.213
C -0.172 -2.917 -2.141
C -0.155 -3.696 -3.289
C 0.266 -3.153 -4.493
C 0.668 -1.825 -4.563
C 0.661 -1.041 -3.423
H 2.538 -2.405 -1.004
H 4.982 -2.225 -0.683
H 5.986 -0.060 -0.051
H 4.554 1.913 0.316
H 2.098 1.738 -0.010
H -0.506 -3.330 -1.197
H -0.475 -4.729 -3.246
H 0.279 -3.767 -5.384
H 0.982 -1.399 -5.507
H 0.973 -0.005 -3.463
```

Output
Multiplicity   1
Total charge   +1

natural (NBO) charges in e: number 1, Pb, carries 1.131; number 2, C, carries -0.676; number 3, C, carries 0.369; number 4, N, carries -0.218; number 5, N, carries -0.345; number 6, C, carries 0.259; number 7, S, carries -0.181; number 8, N, carries -0.232; number 9, N, carries -0.694; number 10, H, carries 0.276; number 11, H, carries 0.239; number 12, H, carries 0.250; number 13, H, carries 0.446; number 14, H, carries 0.442; number 15, H, carries 0.408; number 16, Cl, carries -0.054; number 17, C, carries -0.384; number 18, Cl, carries 0.021; number 19, H, carries 0.237; number 20, H, carries 0.238; number 21, S, carries -0.618; number 22, P, carries 1.219; number 23, S, carries -0.697; number 24, C, carries -0.322; number 25, C, carries -0.209; number 26, C, carries -0.197; number 27, C, carries -0.185; number 28, C, carries -0.195; number 29, C, carries -0.225; number 30, C, carries -0.446; number 31, C, carries -0.186; number 32, C, carries -0.205; number 33, C, carries -0.176; number 34, C, carries -0.221; number 35, C, carries -0.127; number 36, H, carries 0.229; number 37, H, carries 0.227; number 38, H, carries 0.226; number 39, H, carries 0.220; number 40, H, carries 0.216; number 41, H, carries 0.239; number 42, H, carries 0.227; number 43, H, carries 0.227; number 44, H, carries 0.226; number 45, H, carries 0.219

For reference, LUMO level by record: 0.44; -0.25; -0.04; -3.39 eV.
For reference, max |F| by record: 16.6; 0.8; 2.5; 0.4 eV Å⁻¹.
For reference, energy by record: -26533.6452; -90890.9134; -503992.9060; -94927.9965 eV.